Record 1
A molecular structure, C4H7N2. Source: OMol25; level of theory: ωB97M-V/def2-TZVPD.

Geometry (Å):
H 0.70 -0.99 1.90
C -0.90 1.10 1.34
H -1.08 2.20 0.92
C 1.36 -0.44 -2.66
H 0.10 1.11 1.80
N 1.80 -1.32 -1.89
C -0.17 -0.33 -0.48
H 1.10 -1.50 1.37
C 0.60 -0.59 -1.43
H 1.23 0.19 -3.59
H -1.75 0.99 2.09
H -1.94 -0.46 0.26
N -1.04 0.03 0.37

- 2S+1: 1
- Orbital gap: 10.4 eV
- Charge: +1

Atomic partial charges in e from the Löwdin method, atoms 1 to 4:
1. H 0.065
2. C -0.055
3. H 0.147
4. C 0.075


Record 2
A gas-phase ion, C4H7N2 (charge +1). Source: OMol25; level of theory: ωB97M-V/def2-TZVPD.

Geometry (Å):
C -1.37 0.54 -0.29
C -1.84 -0.47 0.66
C 2.65 0.53 -0.47
H -1.98 -1.55 0.32
C 0.81 -0.46 0.82
N 1.74 -0.23 -0.04
H 3.35 0.13 -1.29
H -1.04 0.00 -1.22
H 1.02 -0.85 1.79
H -2.55 -0.01 1.52
N -0.57 0.07 0.78
H 2.74 1.55 -0.10
H -1.72 1.61 -0.31

- 2S+1: 1
- SMILES: C=NC=[N+]1CC1
- Orbital gap: 9.8 eV
- Charge: +1

Atomic partial charges in e from the Löwdin method, atoms 1 to 4:
1. C -0.108
2. C -0.137
3. C 0.141
4. H 0.154


Record 3
A gas-phase ion, C4H7N2 (charge +1). Source: OMol25; level of theory: ωB97M-V/def2-TZVPD.

Geometry (Å):
H 0.95 -0.80 -1.49
C -1.31 0.89 -0.27
C -1.03 -0.48 0.28
N 0.36 -0.58 0.61
H 0.53 0.18 1.39
H 1.04 2.03 -0.26
H -1.17 -1.21 -0.48
N 0.68 1.16 -0.87
H 2.30 -0.21 -0.22
C 1.21 -0.16 -0.57
H -1.64 -0.58 1.10
C -2.53 1.35 -0.04
H 0.60 -1.59 0.83

- 2S+1: 1
- Orbital gap: 8.1 eV
- Charge: +1

Atomic partial charges in e from the Löwdin method, atoms 1 to 4:
1. H 0.167
2. C -0.130
3. C -0.214
4. N 0.012


Record 4
A gas-phase ion, C4H7N2 (charge +1). Source: OMol25; level of theory: ωB97M-V/def2-TZVPD.

Geometry (Å):
H -1.53 2.16 -0.33
H -0.59 -2.05 -0.40
H -0.36 -1.46 1.11
H -0.55 1.74 0.98
C -1.29 0.07 -0.24
N 1.61 0.24 0.43
H 1.49 -1.40 -0.87
H -1.81 0.01 -1.12
N -0.35 -1.16 0.07
C 1.11 0.91 -0.52
C -0.96 1.33 0.12
C 0.96 -0.66 -0.39
H 2.27 0.28 1.16

- 2S+1: 1
- Orbital gap: 9.8 eV
- Charge: +1

Atomic partial charges in e from the Löwdin method, atoms 1 to 4:
1. H 0.119
2. H 0.189
3. H 0.222
4. H 0.063


Record 5
A gas-phase ion, C4H7N2 (charge +1). Source: OMol25; level of theory: ωB97M-V/def2-TZVPD.

Geometry (Å):
H 0.19 -1.69 0.68
H 1.51 0.47 1.36
C 0.25 0.27 -1.50
H 1.80 1.42 -0.76
H -2.47 -0.52 -0.09
H -0.06 1.36 1.08
N 1.03 0.78 -0.61
H 0.57 0.26 -2.57
H -0.75 -1.10 1.98
C -0.40 -0.91 0.96
C 0.58 0.62 0.80
N -0.91 -0.30 -1.26
C -1.34 -0.66 -0.10

- 2S+1: 1
- SMILES: C1=NC=[NH+]CC1
- Orbital gap (alpha / beta): 9.6 / 9.6 eV
- Charge: +1

Atomic partial charges in e from the Löwdin method, atoms 1 to 4:
1. H 0.088
2. H 0.135
3. C -0.131
4. H 0.172


Record 6
A gas-phase ion, C4H7N2 (charge +1). Source: OMol25; level of theory: ωB97M-V/def2-TZVPD.

Geometry (Å):
N 0.74 0.03 0.06
C -1.56 0.27 -0.70
C 1.72 0.74 -0.27
H -0.70 1.74 0.74
H 1.62 -1.91 0.27
C -0.65 0.75 0.34
H -1.85 0.32 -1.76
H 2.68 0.32 -0.61
C -1.79 -0.24 0.50
H -2.33 -0.82 1.18
H -0.10 -1.61 0.64
H 1.54 1.71 -0.57
N 0.68 -1.30 0.18

- 2S+1: 1
- SMILES: C=[N+](N)C1C=C1
- Orbital gap: 10.8 eV
- Charge: +1

Atomic partial charges in e from the Löwdin method, atoms 1 to 4:
1. N -0.160
2. C 0.049
3. C 0.133
4. H 0.144


Record 7
A gas-phase ion, C4H7N2 (charge +1). Source: OMol25; level of theory: ωB97M-V/def2-TZVPD.

Geometry (Å):
C -1.29 -0.85 1.79
C -0.53 0.25 -0.37
H 2.70 0.78 -0.47
H -2.03 -1.10 -0.16
H 0.97 -0.28 0.90
N -0.92 -1.38 2.76
H 2.06 -0.41 -1.51
N 0.75 0.14 0.02
H -0.61 0.92 -1.19
H -2.63 0.37 0.45
C 1.78 0.50 -0.89
C -1.69 -0.24 0.27
H 1.43 1.30 -1.59

- 2S+1: 3
- Orbital gap (alpha / beta): 10.0 / 6.1 eV
- Charge: +1

Atomic partial charges in e from the Löwdin method, atoms 1 to 4:
1. C -0.134
2. C -0.106
3. H 0.114
4. H 0.093


Record 8
2 unconnected molecules or ions with the total composition C4H7N2O. Source: OMol25; level of theory: ωB97M-V/def2-TZVPD.

Geometry (Å):
H -1.45 2.50 -0.13
N 0.38 1.55 -0.15
H 0.23 -2.08 -0.76
H 2.30 -0.75 -0.98
O -3.51 -0.87 0.22
H 0.35 -1.95 1.07
N -1.57 0.43 0.09
C -2.63 -0.16 0.15
H 0.90 2.41 -0.26
C -0.91 1.55 -0.07
C 0.75 -1.69 0.10
H 0.90 0.63 -0.09
H 2.41 -0.63 0.85
C 1.85 -0.95 -0.02

- 2S+1: 1
- Orbital gap: 9.5 eV
- Charge: +1

Atomic partial charges in e from the Löwdin method, atoms 1 to 4:
1. H 0.174
2. N 0.233
3. H 0.071
4. H 0.076


Record 9
A gas-phase ion, C4H7N2O (charge +1). Source: OMol25; level of theory: ωB97M-V/def2-TZVPD.

Geometry (Å):
C -0.34 -1.24 -1.97
H -1.17 -1.81 -1.58
H 0.57 1.77 -1.12
H -2.32 -0.62 1.58
C 0.25 -0.28 -1.36
H -0.03 -1.56 -2.96
C -0.48 0.04 1.14
H 1.09 0.94 2.22
C 1.09 0.81 -0.97
H 2.02 0.81 -1.57
O 1.61 0.73 0.34
H -1.46 -0.01 2.94
N 0.64 0.61 1.37
N -1.48 -0.21 1.94

- 2S+1: 1
- Orbital gap (alpha / beta): 8.5 / 8.5 eV
- Charge: +1

Atomic partial charges in e from the Löwdin method, atoms 1 to 4:
1. C 0.105
2. H 0.105
3. H 0.155
4. H 0.120


Record 10
A gas-phase ion, C4H7N2O (charge +1). Source: OMol25; level of theory: ωB97M-V/def2-TZVPD.

Geometry (Å):
C -0.95 0.66 0.65
C -0.70 -0.65 0.29
H 0.58 -3.28 -1.24
N 0.35 1.57 -1.63
H -1.59 1.02 -0.24
H 0.97 1.19 1.47
C 0.35 1.62 0.68
H 0.70 -3.43 0.60
H 0.74 0.87 -2.32
O 1.02 1.44 -0.51
C 0.37 -2.78 -0.30
H -0.14 2.57 1.02
H -1.50 0.82 1.68
N -0.21 -1.64 -0.15

- 2S+1: 1
- Orbital gap (alpha / beta): 9.7 / 6.8 eV
- Charge: +1

Atomic partial charges in e from the Löwdin method, atoms 1 to 4:
1. C -0.105
2. C 0.074
3. H 0.101
4. N 0.113


Record 11
A gas-phase ion, C4H7N2O2 (charge +1). Source: OMol25; level of theory: ωB97M-V/def2-TZVPD.

Geometry (Å):
H -0.42 -2.43 0.63
N -0.82 -0.15 -0.89
C 0.90 0.84 0.67
H -1.28 0.75 -1.10
H -0.41 -0.28 -1.79
C 0.27 -1.47 0.73
H 0.96 -1.70 1.59
H -0.02 2.67 -0.07
H -1.41 -0.94 -0.69
C 0.19 -0.31 0.18
O 1.83 4.18 0.39
O 2.55 2.81 1.82
H 1.70 0.47 1.34
N 1.74 3.16 0.97
C 0.67 2.17 0.48

- 2S+1: 1
- SMILES: C=C([NH3+])/C=C/[N+](=O)[O-]
- Orbital gap: 9.4 eV
- Charge: +1

Atomic partial charges in e from the Löwdin method, atoms 1 to 4:
1. H 0.150
2. N 0.266
3. C -0.002
4. H 0.191


Record 12
A single C4H7N2O3PS2 molecule. Source: OMol25; level of theory: ωB97M-V/def2-TZVPD.

Geometry (Å):
H -3.77 -1.31 -1.17
H 2.79 0.92 0.75
O 0.84 0.46 -1.84
N -3.48 -0.39 -0.86
P -1.82 -0.11 -1.15
O 0.05 -3.06 -1.94
N 1.89 0.68 -1.20
C 0.47 -1.57 -0.03
C 1.77 -1.05 0.50
H -0.86 2.20 -1.71
S -0.99 -0.98 0.75
H 1.96 -1.12 1.49
C 1.95 0.50 0.24
H -3.84 -0.36 0.10
C 0.34 -2.33 -1.05
H 1.14 0.99 0.62
O 2.93 1.00 -1.75
S -1.72 1.91 -0.72
H 2.72 -1.35 0.09

- 2S+1: 1
- Orbital gap: 8.4 eV
- Charge: 0

Atomic partial charges in e from the Löwdin method, atoms 1 to 4:
1. H 0.029
2. H 0.133
3. O -0.057
4. N -0.333


Record 13
A gas-phase ion, C4H7N2OS (charge +1). Source: OMol25; level of theory: ωB97M-V/def2-TZVPD.

Geometry (Å):
H -1.04 -1.66 1.31
H -0.76 2.78 0.11
C -0.50 1.70 -0.02
N 0.30 -0.79 -0.68
S 3.10 -0.36 0.34
C 1.14 0.05 -0.22
H -1.65 -0.92 -1.35
H 0.46 -1.82 -0.95
C -1.17 -0.70 -0.36
H -2.52 1.04 -0.10
H 3.05 -1.43 1.13
N 0.85 1.29 0.07
H 1.62 1.75 0.36
O -1.45 -1.67 0.50
C -1.43 0.75 -0.15

- 2S+1: 1
- Orbital gap: 9.6 eV
- Charge: +1

Atomic partial charges in e from the Löwdin method, atoms 1 to 4:
1. H 0.086
2. H 0.159
3. C -0.025
4. N 0.134


Record 14
2 unconnected molecules or ions with the total composition C4H7N2S. Source: OMol25; level of theory: ωB97M-V/def2-TZVPD.

Geometry (Å):
H 1.86 -1.38 -0.86
H 1.99 -0.78 0.82
H 2.62 1.28 -0.16
C 0.50 1.33 -0.07
C -3.23 -0.05 0.21
N 1.68 0.77 -0.29
C 1.52 -0.72 -0.13
N -0.45 0.48 0.24
H -1.45 0.59 0.10
C 0.01 -0.92 0.05
S -4.69 -0.09 0.21
H -0.27 -1.53 0.84
H 0.26 2.38 -0.03
H -0.35 -1.36 -0.92

- 2S+1: 1
- Orbital gap: 10.8 eV
- Charge: +1

Atomic partial charges in e from the Löwdin method, atoms 1 to 4:
1. H 0.107
2. H 0.121
3. H 0.211
4. C -0.093


Record 15
2 unconnected molecules or ions with the total composition C4H7N2S. Source: OMol25; level of theory: ωB97M-V/def2-TZVPD.

Geometry (Å):
C 0.15 2.10 0.03
H 0.34 2.26 1.06
H -0.72 2.62 -0.30
N -0.33 0.66 -0.04
H -2.90 -1.77 -0.04
H 2.31 -0.67 -0.80
C -0.60 -1.61 0.04
H 1.07 2.16 -0.49
N 2.41 -0.42 0.12
S -2.07 0.45 -0.15
H 2.46 -1.34 0.50
C -1.95 -1.26 -0.01
C 0.20 -0.47 0.05
H -0.39 -2.69 0.03

- 2S+1: 3
- Orbital gap (alpha / beta): 8.3 / 7.3 eV
- Charge: +1

Atomic partial charges in e from the Löwdin method, atoms 1 to 4:
1. C 0.032
2. H 0.097
3. H 0.071
4. N -0.329


Record 16
A gas-phase ion, C4H7N2S2 (charge +1). Source: OMol25; level of theory: ωB97M-V/def2-TZVPD.

Geometry (Å):
N 0.24 0.55 -0.93
C 1.08 0.86 0.17
H 1.74 0.68 1.94
S 2.59 -0.30 -2.73
C -1.29 -0.24 0.84
H -1.88 0.54 -1.17
H -0.09 0.24 -3.16
S 1.09 0.78 -2.75
H -2.05 -0.94 0.76
H -1.61 0.52 1.53
H 0.21 -1.57 0.78
N 1.02 0.33 1.32
H -0.13 -1.07 2.50
C 0.00 -0.75 1.42
C -0.94 0.36 -0.54

- 2S+1: 3
- Orbital gap (alpha / beta): 5.2 / 4.8 eV
- Charge: +1

Atomic partial charges in e from the Löwdin method, atoms 1 to 4:
1. N -0.241
2. C 0.039
3. H 0.177
4. S 0.230


Record 17
A molecular structure, C4H7N3. Source: OMol25; level of theory: ωB97M-V/def2-TZVPD.

Geometry (Å):
C 0.30 -0.83 0.37
N 1.91 1.15 0.05
H -1.22 1.64 -0.91
H 1.86 -1.18 -0.88
H -3.12 -0.36 0.38
C -0.70 0.86 -0.36
H 0.80 -1.25 1.23
H 1.64 2.08 0.36
N -2.28 -0.80 0.72
H 2.58 1.23 -0.69
H -2.32 -1.80 0.77
N 0.89 -0.88 -1.01
C 0.75 0.40 -0.31
C -1.10 -0.26 0.27

- 2S+1: 1
- Orbital gap: 8.6 eV
- Charge: 0

Atomic partial charges in e from the Löwdin method, atoms 1 to 4:
1. C -0.168
2. N 0.097
3. H 0.084
4. H 0.087


Record 18
A single C4H7N3 molecule. Source: OMol25; level of theory: ωB97M-V/def2-TZVPD.

Geometry (Å):
C -1.30 0.74 -0.56
C 2.03 0.88 -0.20
C -1.17 -0.92 1.05
N -0.31 0.16 0.41
H -1.06 -1.78 0.36
H -2.16 1.06 0.04
H -0.72 -1.18 2.02
C 1.04 -0.19 -0.17
H -1.65 -0.08 -1.19
H -0.86 1.56 -1.15
N 1.26 -1.37 -0.55
H -0.11 0.89 1.10
H 2.21 -1.50 -0.91
N 2.82 1.73 -0.24

- 2S+1: 1
- Orbital gap: 6.2 eV
- Charge: 0

Atomic partial charges in e from the Löwdin method, atoms 1 to 4:
1. C -0.057
2. C -0.136
3. C -0.144
4. N -0.224


So what do the calculations give for energy relative to the best compared isomer or geometry (same formula, charge and spin)? Going down the list: 6.702; 4.595; 9.254; 6.608; 2.916; 5.580; 2.364; 1.761; 6.004; 7.298; 5.428; 0.000; 1.737; 2.359; 3.610; 2.786; 2.929; 4.521 eV.
So what do the calculations give for electronic energy? Going down the list: -7229.0364; -7231.1429; -7226.4841; -7229.1306; -7232.8223; -7230.1579; -7228.3683; -9281.0289; -9276.7858; -9275.4919; -11324.2972; -44339.8859; -20115.7499; -18068.0328; -18063.5771; -28898.2176; -8728.7504; -8727.1580 eV.
So what do the calculations give for max |F|? Going down the list: 0.062; 0.139; 0.064; 0.060; 0.098; 0.105; 0.119; 0.021; 0.061; 0.068; 0.107; 0.085; 0.101; 0.065; 0.064; 0.123; 0.008; 0.024 Eh/bohr.